This record from the OMol25 dataset describes a molecular structure, C28H56F17N4O22S7Y. The level of theory is ωB97M-V/def2-TZVPD.

Geometry as XYZ:
```
135
Properties=species:S:1:pos:R:3:forces:R:3
Y -1.2356 -2.6381 -0.6386 2.2 -1.6 0.0
N -3.3902 -2.2269 -0.8429 -2.7 0.2 -5.0
S -4.5183 -1.7027 -0.0081 -3.9 0.3 10.5
O -5.5772 -2.6282 0.4208 1.9 2.0 -1.9
O -4.8359 -0.3071 -0.1475 -0.3 -0.3 -0.7
F -3.6154 -1.6786 1.3434 -0.2 0.1 -0.3
S -4.4126 -2.1358 -2.2384 1.5 -2.7 -8.9
O -4.7279 -0.9044 -2.9813 0.7 -1.2 3.0
O -5.3429 -3.2238 -2.4215 0.6 1.5 1.8
F -3.1962 -2.6803 -3.2102 -0.4 0.7 1.3
C 0.8850 -5.6610 7.4484 0.1 0.8 -1.1
C 0.5503 -4.9789 6.1002 0.3 1.4 0.0
C 1.2272 -3.5402 6.0088 -1.0 -0.3 -0.1
C 1.2044 -2.7949 4.6382 0.7 1.0 -0.1
N 2.2563 -1.6260 4.5006 0.8 -0.5 1.3
C 2.2249 -0.8134 3.1616 -0.2 -0.7 1.8
C 3.6569 -0.2462 3.0832 -0.1 -0.6 -0.2
C 4.5349 -1.4397 3.5462 0.2 0.1 -0.4
C 3.6406 -2.2502 4.4658 0.3 -0.2 1.2
C 2.1107 -0.6535 5.7081 0.3 -1.1 -1.1
H 0.2340 -6.5311 7.5343 0.5 -0.2 0.2
H 0.7344 -5.0227 8.3190 -0.2 0.2 -0.1
H 1.9545 -5.8590 7.3771 -0.1 -0.7 0.5
H -0.5280 -4.8368 6.0283 0.0 -0.1 -0.4
H 0.9098 -5.5921 5.2738 -0.3 -0.1 0.0
H 2.2156 -3.6539 6.4540 0.3 0.3 -0.2
H 0.6082 -2.9271 6.6638 0.3 0.1 0.4
H 0.3161 -2.1771 4.5070 -0.6 -0.9 -0.2
H 1.4384 -3.4378 3.7896 -0.5 0.0 -0.1
H 1.4084 -0.1160 3.3486 0.2 0.1 -0.7
H 1.9611 -1.5848 2.4381 0.2 0.3 -0.5
H 3.8125 0.6063 3.7444 -0.3 0.0 0.1
H 3.9130 0.1064 2.0840 -0.2 -0.2 -0.1
H 5.4289 -1.1455 4.0961 -0.1 0.4 0.0
H 4.9313 -2.0473 2.7326 -0.5 0.1 -0.2
H 4.0819 -2.2022 5.4613 -0.4 0.0 0.2
H 3.5627 -3.3163 4.2524 -0.2 0.2 -0.5
H 1.2488 -0.0160 5.5109 0.3 0.2 -0.1
H 3.0731 -0.1485 5.7907 -0.4 0.4 0.1
H 1.9064 -1.2049 6.6258 0.2 -0.2 -0.3
C -3.9760 2.1237 -1.7211 0.3 0.7 0.5
O -2.9199 3.1784 -2.0417 -3.1 -1.6 -0.7
C -2.2054 3.5467 -0.9294 0.6 -0.7 0.6
C -3.0380 4.2877 0.1098 -0.8 0.5 -1.2
N -3.8761 5.3266 -0.7061 0.4 -0.5 2.4
H -3.2239 5.9537 -1.1550 0.0 0.2 -0.6
H -4.4127 4.8144 -1.3915 0.2 -0.3 -0.6
C -4.8488 6.1800 0.1214 2.0 -0.9 -1.7
C -5.6010 7.0161 -0.8686 -1.4 1.0 -0.6
O -4.7692 7.6385 -1.8457 -0.1 0.4 0.7
C -5.4634 8.0458 -3.0553 0.8 -0.6 -0.1
H -4.8135 2.4891 -1.1267 0.1 1.0 0.6
H -3.5658 1.3310 -1.0955 0.4 -0.1 -0.5
H -4.5821 1.7457 -2.5444 1.3 0.0 -0.8
H -1.3510 4.0813 -1.3444 0.1 0.5 0.5
H -1.8337 2.6552 -0.4244 0.4 -0.1 0.2
H -2.4547 4.7603 0.9002 -0.1 0.3 -0.2
H -3.7571 3.5952 0.5473 0.0 0.1 0.1
H -4.1580 6.7992 0.6936 -0.5 -0.1 0.6
H -5.4427 5.4449 0.6647 -0.1 0.6 0.3
H -6.1416 7.7363 -0.2545 0.0 0.5 -0.1
H -6.3954 6.4972 -1.4049 0.0 -0.7 0.1
H -4.8540 8.7575 -3.6123 0.3 0.0 0.4
H -6.4354 8.5233 -2.9319 -0.1 -0.3 0.5
H -5.4952 7.1443 -3.6672 -0.6 0.1 -0.2
C 3.6759 2.2710 -0.6503 0.0 -0.7 -0.8
C 3.7332 1.7776 -2.0927 0.4 1.6 -0.1
N 2.7986 2.5874 -3.0096 -0.4 0.4 -0.6
C 3.0883 2.1161 -4.4312 -0.6 0.4 0.4
C 1.3433 2.2439 -2.5734 0.1 1.6 0.1
C 0.1453 2.7169 -3.4701 0.9 -1.1 -0.7
C 2.9654 4.2062 -2.9811 0.0 -2.0 0.7
C 4.3446 4.6964 -3.4159 0.4 0.9 -1.4
O 5.5103 4.3377 -2.6911 -0.5 -0.1 0.1
C 6.7467 4.8727 -3.2192 -0.7 0.1 0.4
H 4.5826 1.8692 -0.1980 -0.2 0.0 0.4
H 2.7683 1.8845 -0.1866 0.2 0.3 0.4
H 3.7682 3.3571 -0.6473 -0.2 -0.1 0.3
H 3.5093 0.7202 -2.2341 -0.2 0.1 0.0
H 4.7354 1.9995 -2.4593 -0.1 -0.2 -0.2
H 2.2766 2.5014 -5.0481 0.3 0.0 -0.2
H 3.0725 1.0285 -4.5030 -0.1 0.0 0.3
H 4.0567 2.5087 -4.7414 -0.2 -0.1 0.1
H 1.2931 2.7553 -1.6121 -0.2 0.1 0.1
H 1.3574 1.1901 -2.2952 -0.4 -0.1 -0.8
H 0.0194 3.7339 -3.8415 0.6 0.7 1.1
H -0.7747 2.4120 -2.9714 0.1 -0.1 -0.1
H 0.1640 2.2453 -4.4526 -0.1 -0.9 0.3
H 2.5938 4.5992 -2.0348 0.6 -0.5 0.5
H 2.1414 4.5388 -3.6123 0.6 0.0 -0.8
H 4.3307 5.7766 -3.5613 -0.5 0.5 0.8
H 4.4541 4.4677 -4.4760 0.2 -0.8 -0.2
H 7.5335 4.3927 -2.6373 0.0 -0.3 -0.5
H 6.8978 5.9383 -3.0467 -0.6 0.3 0.3
H 6.8021 4.7688 -4.3028 0.2 -0.6 0.0
C 3.2145 -2.8868 -1.3148 -2.1 -0.7 0.5
F 4.4216 -3.4084 -1.5395 -0.4 0.7 0.3
F 3.3042 -1.5638 -0.8816 0.4 -1.4 -0.3
F 2.5164 -2.8649 -2.4583 0.8 0.2 0.3
S 2.1215 -4.0216 -0.0955 1.3 -1.7 -1.0
O 2.3209 -5.3941 -0.5471 0.1 2.0 0.3
O 2.6161 -3.7417 1.2344 -0.1 0.8 0.1
O 0.7718 -3.5257 -0.3967 0.8 0.4 0.4
C -3.0724 -4.3841 3.6012 0.5 -0.1 -2.1
F -2.3875 -3.5505 4.3713 0.1 0.4 0.8
F -3.3758 -5.4858 4.2998 -0.2 0.8 -0.4
F -4.1664 -3.7308 3.1522 0.6 -0.9 0.7
S -1.9121 -4.8654 2.1278 0.0 -3.6 -2.6
O -2.5070 -6.0508 1.4588 0.3 2.9 1.7
O -1.8450 -3.6668 1.2194 -0.6 -0.8 1.5
O -0.6167 -5.1820 2.7049 -0.6 1.1 0.7
C -0.4238 -7.0909 -1.8231 -1.9 3.7 0.4
F 0.5866 -6.6760 -2.5322 1.4 0.4 -0.6
F -0.7030 -8.2845 -2.1256 -1.1 -3.2 -1.4
F -0.1793 -7.0707 -0.5451 0.7 0.5 1.6
S -1.9250 -5.8750 -2.1817 -2.9 -2.9 -2.2
O -1.5698 -4.5479 -1.6134 0.3 -0.2 0.0
O -2.0414 -5.8455 -3.6660 0.8 0.2 2.6
O -3.0853 -6.5171 -1.5212 2.3 1.3 -0.7
C -1.7703 0.8784 2.0992 0.1 -1.3 -0.1
F -1.5378 2.1972 2.1693 0.1 -0.1 -0.2
F -1.7025 0.3910 3.3570 0.4 0.2 -0.9
F -2.9879 0.6595 1.6370 0.2 0.8 0.2
S -0.5381 -0.0273 0.8796 0.2 -2.9 -0.8
O -1.2261 -0.3053 -0.4069 -0.4 2.4 0.5
O 0.6192 0.8341 0.7583 -0.6 0.0 0.6
O -0.3721 -1.4253 1.3898 0.5 2.5 0.9
C -0.3709 -2.7206 -5.1494 2.9 1.0 1.2
F 0.5165 -2.5274 -6.2171 -1.7 -0.2 1.1
F -1.6147 -2.7355 -5.5639 0.6 -0.6 0.0
F 0.0646 -3.8432 -4.5201 -1.2 0.9 -1.0
S -0.0818 -1.2283 -3.8713 1.4 0.3 -3.4
O -0.2102 -1.8640 -2.5735 -0.1 -0.2 0.9
O 1.2863 -0.7283 -4.1853 -1.6 -0.8 1.0
O -1.1069 -0.2741 -4.2194 -0.2 0.0 0.5
```
Positions in Å, forces in eV/Å.

Calculated values
HOMO-LUMO gap in eV: 6.150
E_HOMO in hartree: -0.2738
LUMO level in eV: -1.30
Largest force on an atom in eV Å⁻¹: 11.23
Spin multiplicity: 1
Calculated total energy in Eh: -7498.0626